The following is a DFT calculation (wB97M-V/def2-TZVPD) of a molecular structure, C21H31N5O6RuS at a distorted geometry.

## Properties
relative energy (zero: lowest compared OMol25 entry of this formula, charge and spin): 0.0 kcal per mole
LUMO level (spin up / spin down): -3.536 / -5.741 eV

```
! RIJCOSX wB97M-V def2-TZVPD def2/J DEFGRID3
* xyz 1 6
O -2.81 3.60 -0.61
H -3.29 4.39 -0.31
Ru -0.32 1.06 -0.44
N -2.26 0.97 -0.78
N -0.89 1.07 1.44
N 0.28 0.98 -2.31
N 1.59 0.84 -0.17
O -2.81 0.73 -1.89
O -0.52 1.02 -3.39
O 2.17 0.69 1.07
O -0.09 1.11 2.46
C -2.24 1.19 1.58
C -2.99 1.13 0.37
C 1.61 0.82 -2.49
C 2.36 0.76 -1.27
C -4.47 1.26 0.27
H -4.71 2.12 -0.36
H -4.90 1.42 1.27
H -4.90 0.35 -0.16
C -2.78 1.46 2.93
H -2.39 2.40 3.34
H -2.53 0.66 3.63
H -3.87 1.55 2.91
C 2.16 0.54 -3.84
C 3.83 0.59 -1.20
H 1.45 0.88 -4.60
H 2.33 -0.53 -3.99
H 3.11 1.06 -3.99
H 4.17 0.36 -0.18
H 4.34 1.51 -1.51
H 4.18 -0.21 -1.86
H -1.46 1.04 -3.00
H 1.38 0.89 1.71
C -0.39 3.09 -0.45
H -1.51 3.58 -0.58
H 0.36 3.47 -1.18
H -0.04 3.35 0.56
O -2.90 3.24 -3.21
H -3.12 3.38 -2.25
H -2.07 3.75 -3.22
N -0.68 -0.98 -0.72
S -0.03 -2.34 -0.07
C 1.74 -2.47 -0.35
C 2.17 -2.70 -1.67
C 3.52 -2.89 -1.95
C 4.45 -2.89 -0.92
C 4.03 -2.71 0.40
C 2.68 -2.53 0.68
C -0.41 -2.35 1.66
C 0.27 -1.63 2.63
C -0.11 -1.69 3.96
C -1.18 -2.50 4.34
C -1.89 -3.23 3.38
C -1.50 -3.17 2.05
H -1.40 -1.21 -1.42
H 1.42 -2.75 -2.45
H 3.83 -3.04 -2.99
H 5.50 -3.05 -1.14
H 4.76 -2.71 1.21
H 2.36 -2.48 1.71
H 1.14 -1.05 2.34
H 0.44 -1.10 4.70
H -1.48 -2.54 5.38
H -2.73 -3.86 3.67
H -2.01 -3.73 1.28
*
```

The following is a DFT calculation (wB97M-V/def2-TZVPD) of C5H7N in the gas phase at a distorted geometry.

## Properties
relative energy (zero: lowest compared OMol25 entry of this formula, charge and spin): 109.2 kcal per mole
LUMO level (spin up / spin down): 0.595 / 0.587 eV

```
! RIJCOSX wB97M-V def2-TZVPD def2/J DEFGRID3
* xyz 0 1
C -2.25 0.40 -1.81
C -0.97 0.35 -1.48
C 1.39 -0.26 1.78
C -0.50 0.06 -0.15
C 0.92 0.04 0.37
N -3.40 0.61 -2.12
H -0.24 0.50 -2.27
H 0.70 -0.40 2.59
H -1.28 -0.07 0.59
H 1.52 -0.57 -0.31
H 2.42 -0.50 1.91
H 1.28 1.06 0.18
H -4.04 -0.12 -2.42
*
```

The following is a DFT calculation (wB97M-V/def2-TZVPD) of 15 unconnected molecules or ions with the total composition C4H42N3O14 at a distorted geometry.

## Properties
relative energy (zero: lowest compared OMol25 entry of this formula, charge and spin): 0.0 kcal per mole
LUMO level: -2.699 eV

```
! RIJCOSX wB97M-V def2-TZVPD def2/J DEFGRID3
* xyz 1 1
N 0.39 0.94 -1.42
C 1.24 1.12 -0.19
C 1.31 -0.09 0.69
C 2.76 -0.44 1.04
N 3.26 0.49 2.09
C 0.59 2.30 0.55
N -0.70 1.86 1.10
H 0.48 1.75 -2.01
H 0.80 0.14 -1.95
H -0.56 0.77 -1.08
H 2.19 1.53 -0.53
H 0.88 -0.97 0.20
H 0.90 -0.20 1.70
H 3.55 -0.45 0.28
H 2.97 -1.42 1.49
H 3.61 1.34 1.65
H 3.89 0.09 2.77
H 1.26 2.73 1.30
H 0.24 3.18 -0.03
H -1.18 2.60 1.59
H -0.49 1.18 1.83
H -2.56 3.42 -0.67
H -2.39 1.84 -0.50
O -2.29 2.60 -1.08
H 0.17 0.86 -4.59
H 1.44 1.67 -4.32
O 1.01 0.84 -4.12
H -2.87 1.56 -3.94
H -2.14 1.94 -2.71
O -2.00 1.44 -3.54
H -3.19 1.61 1.46
H -4.15 0.45 0.95
O -4.00 1.40 0.98
H -2.27 -0.04 -2.62
H -2.83 -0.86 -1.40
O -2.14 -0.84 -2.08
H -4.99 -1.77 -0.87
H -5.40 -0.33 -1.24
O -4.79 -0.86 -0.71
H -0.47 -3.07 -0.21
H -0.98 -1.77 -1.03
O -0.48 -2.11 -0.27
H -1.34 -3.35 2.15
H -1.64 -1.93 1.77
O -1.86 -2.60 2.43
H 1.19 -0.72 4.53
H 1.96 0.35 3.79
O 1.10 0.20 4.23
H 4.54 1.26 -2.81
H 3.40 0.55 -2.03
O 4.07 1.24 -1.97
H 2.21 -1.61 -1.70
H 2.23 -1.02 -3.14
O 2.28 -0.79 -2.21
H -1.56 0.49 4.69
H -0.74 -0.19 3.66
O -1.35 0.54 3.75
H 1.21 -2.91 -0.53
H 2.46 -3.65 -1.22
O 2.17 -2.92 -0.68
H 1.04 -3.67 2.27
H 1.81 -2.73 1.26
O 1.40 -2.80 2.13
*
```

The following is a DFT calculation (wB97M-V/def2-TZVPD) of a molecular structure, C29H45N13O3SeTi at a distorted geometry.

## Properties
relative energy (zero: lowest compared OMol25 entry of this formula, charge and spin): 40.9 kcal per mole
LUMO level: -6.375 eV

```
! RIJCOSX wB97M-V def2-TZVPD def2/J DEFGRID3
* xyz 2 1
Ti -1.18 -0.23 0.69
Se -6.14 -5.47 3.12
N -4.40 -5.52 2.81
C -4.04 -4.30 2.49
C -2.67 -3.92 2.16
C -1.61 -4.84 2.15
C -0.35 -4.41 1.82
C -0.16 -3.07 1.50
N -1.14 -2.18 1.53
C -2.40 -2.60 1.84
C -3.47 -1.60 1.81
N -3.12 -0.34 1.45
C -4.06 0.61 1.42
C -5.38 0.36 1.76
C -5.75 -0.92 2.12
C -4.78 -1.93 2.14
C -5.08 -3.31 2.49
N -6.27 -3.74 2.80
H -1.81 -5.88 2.41
H 0.49 -5.09 1.79
H 0.82 -2.70 1.21
H -3.73 1.58 1.08
H -6.10 1.16 1.73
H -6.77 -1.17 2.38
N -0.97 0.54 2.90
C 0.32 0.76 3.62
C 1.46 -0.04 3.02
C 1.87 0.48 1.65
N 0.88 0.22 0.58
H -1.56 1.36 3.03
H -1.47 -0.21 3.38
H 0.19 0.51 4.68
H 0.55 1.82 3.57
H 1.18 -1.10 2.97
H 2.31 0.03 3.69
H 2.83 0.05 1.36
H 2.01 1.56 1.71
H 1.25 -0.53 -0.02
H 0.95 1.05 -0.08
C 2.37 4.72 -2.82
N 1.38 4.81 -1.76
C 1.06 6.14 -1.25
C 0.51 5.89 0.16
N 0.65 4.45 0.30
C 0.07 3.78 1.43
C 1.11 3.84 -0.83
N 1.26 2.55 -0.92
C 1.30 1.96 -2.26
C 2.45 0.97 -2.48
N 2.13 -0.32 -1.90
C 2.95 -1.28 -1.72
N 4.28 -1.45 -1.97
C 5.21 -0.58 -2.67
C 4.72 -2.80 -1.68
C 3.60 -3.32 -0.79
N 2.44 -2.47 -1.11
C 1.40 -3.11 -1.92
H 2.94 5.64 -2.84
H 1.91 4.59 -3.80
H 3.06 3.90 -2.64
H 0.33 6.64 -1.90
H 1.96 6.76 -1.23
H -0.53 6.18 0.25
H 1.08 6.42 0.92
H 0.74 3.83 2.30
H -0.10 2.73 1.17
H -0.88 4.24 1.70
H 1.33 2.70 -3.05
H 0.37 1.40 -2.40
H 3.37 1.41 -2.07
H 2.58 0.87 -3.57
H 5.93 -0.13 -1.98
H 4.69 0.21 -3.20
H 5.76 -1.17 -3.41
H 5.69 -2.80 -1.17
H 4.83 -3.38 -2.61
H 3.86 -3.20 0.26
H 3.37 -4.37 -0.97
H 1.76 -3.38 -2.92
H 0.56 -2.43 -2.03
H 1.07 -4.01 -1.42
C -3.65 -0.73 -1.81
C -2.16 -0.37 -1.87
N -1.63 -0.61 -3.15
O -1.42 -1.04 -0.89
H -3.81 -1.55 -1.10
H -4.24 0.13 -1.51
H -3.99 -1.07 -2.78
H -2.13 -0.13 -3.89
H -0.63 -0.39 -3.18
O -1.63 1.25 -0.22
O -2.01 1.09 -1.56
*
```

The following is a DFT calculation (wB97M-V/def2-TZVPD) of a molecular structure, C21H25F4O21Pb at a distorted geometry.

## Properties
relative energy (zero: lowest compared OMol25 entry of this formula, charge and spin): 0.0 kcal per mole
LUMO level: -8.366 eV

```
! RIJCOSX wB97M-V def2-TZVPD def2/J DEFGRID3
* xyz 1 1
Pb 0.41 -4.12 1.28
O -0.12 -0.45 -1.06
C 0.03 -1.32 -0.06
O -0.97 -1.88 0.43
O 1.13 -1.78 0.25
H -1.07 -0.56 -1.08
C 1.41 3.21 -1.12
C 1.80 3.10 0.35
C 1.69 1.71 0.97
O 2.92 1.66 1.77
C 3.81 2.52 1.32
O 5.00 2.63 1.68
O 3.23 3.38 0.41
H 2.10 2.61 -1.72
H 1.44 4.25 -1.42
H 0.38 2.89 -1.24
H 1.43 3.93 0.96
H 1.54 0.90 0.26
H 0.79 1.70 1.59
C -3.55 5.01 0.05
C -2.47 3.90 0.24
C -2.66 3.05 1.52
O -2.53 1.74 1.02
C -2.61 1.69 -0.24
O -2.40 0.69 -0.93
O -2.75 2.92 -0.77
H -3.58 5.18 -1.03
H -3.25 5.93 0.56
H -4.55 4.66 0.30
H -1.50 4.35 0.04
H -3.63 3.30 1.96
H -1.98 3.25 2.34
C 2.75 -0.26 -2.77
C 2.24 -1.71 -2.90
O 3.31 -2.36 -2.27
C 4.44 -1.59 -2.14
O 5.52 -1.90 -1.69
O 4.16 -0.30 -2.58
F 2.31 -2.03 -4.23
H 2.39 0.14 -1.81
H 2.40 0.41 -3.55
H 1.28 -1.99 -2.45
C -2.94 -2.23 3.09
C -4.31 -1.89 2.60
O -4.26 -0.47 2.62
C -3.51 -0.04 3.64
O -3.61 1.04 4.19
O -2.75 -1.11 3.96
F -5.25 -2.30 3.44
H -2.23 -2.23 2.27
H -2.79 -3.16 3.64
H -4.55 -2.34 1.63
C -2.79 -1.74 -3.01
C -3.50 -2.45 -1.91
O -4.39 -3.24 -2.62
C -4.51 -2.83 -3.93
O -5.35 -3.22 -4.69
O -3.56 -1.95 -4.20
F -4.12 -1.58 -1.10
H -1.75 -2.01 -3.13
H -2.78 -0.66 -2.87
H -2.77 -3.08 -1.40
C 4.87 -3.06 1.48
C 4.27 -1.67 1.79
O 5.24 -0.77 1.36
C 6.46 -1.46 1.22
O 7.61 -0.99 1.02
O 6.25 -2.80 1.48
F 4.18 -1.52 3.17
H 4.61 -3.43 0.49
H 4.63 -3.83 2.20
H 3.29 -1.45 1.37
*
```

The following is a DFT calculation (wB97M-V/def2-TZVPD) of a molecular structure, C5H9N2 at a distorted geometry.

## Properties
relative energy (zero: lowest compared OMol25 entry of this formula, charge and spin): 176.1 kcal per mole
LUMO level (spin up / spin down): -4.986 / -4.723 eV

```
! RIJCOSX wB97M-V def2-TZVPD def2/J DEFGRID3
* xyz 1 1
C 0.13 1.63 1.19
C 1.67 0.24 0.60
C -0.61 -0.70 -1.59
C -1.05 -1.65 -0.50
C 0.12 0.11 0.82
N 1.21 1.63 0.26
N -0.85 -0.19 -0.24
H -0.78 2.25 1.03
H 0.51 1.62 2.25
H 2.26 0.20 1.63
H 2.32 -0.26 -0.13
H 0.33 -0.63 -1.94
H -1.28 -0.54 -2.49
H -2.10 -1.90 -0.61
H -0.27 -2.30 -0.13
H -1.59 0.51 -0.14
*
```

The following is a DFT calculation (wB97M-V/def2-TZVPD) of a gas-phase ion, CHClNO3PS (charge -2) at a distorted geometry.

## Properties
LUMO level: 5.488 eV

```
! RIJCOSX wB97M-V def2-TZVPD def2/J DEFGRID3
* xyz -2 1
O 1.43 1.43 -1.04
P 1.46 0.40 -0.01
O 1.14 0.88 1.40
O 2.38 -0.78 -0.16
N -0.25 -0.58 -0.19
C -1.45 -0.16 -0.02
S -2.74 -1.12 0.21
Cl -1.66 1.60 0.17
H -0.31 -1.67 -0.35
*
```

The following is a DFT calculation (wB97M-V/def2-TZVPD) of a molecular structure, C35H95AgN8O9 at a distorted geometry.

## Properties
relative energy (zero: lowest compared OMol25 entry of this formula, charge and spin): 0.0 kcal per mole
LUMO level: 0.541 eV

```
! RIJCOSX wB97M-V def2-TZVPD def2/J DEFGRID3
* xyz 0 1
Ag -2.41 2.04 1.86
C 1.03 -0.77 0.16
C 0.25 0.22 1.04
C 1.00 1.56 0.99
O -1.07 0.38 0.64
H 0.85 -1.82 0.42
H 2.10 -0.64 0.35
H 0.80 -0.58 -0.89
H 0.34 -0.13 2.09
H 2.02 1.44 1.38
H 0.47 2.31 1.58
H 1.15 1.93 -0.03
C -0.97 -0.04 -3.43
C -2.32 -0.48 -2.83
C -3.04 -1.35 -3.84
O -3.49 -0.54 -4.91
C -4.16 -1.27 -5.91
N -2.13 -1.27 -1.60
H -0.57 0.80 -2.84
H -1.15 0.42 -4.41
H -0.24 -0.84 -3.43
H -2.85 0.44 -2.57
H -3.89 -1.88 -3.39
H -2.31 -2.08 -4.21
H -5.14 -1.60 -5.55
H -3.58 -2.14 -6.24
H -4.23 -0.61 -6.78
H -1.87 -0.69 -0.80
H -1.41 -1.96 -1.75
C -0.80 -3.40 2.56
C -2.18 -3.33 1.90
C -3.15 -4.25 2.64
O -2.56 -5.51 2.86
C -3.54 -6.50 3.14
N -2.66 -1.95 2.00
H -0.13 -2.71 2.02
H -0.33 -4.38 2.48
H -0.81 -3.05 3.59
H -2.06 -3.71 0.88
H -4.07 -4.33 2.05
H -3.43 -3.81 3.61
H -2.99 -7.44 3.21
H -4.27 -6.57 2.33
H -4.04 -6.32 4.09
H -1.95 -1.35 1.57
H -3.48 -1.85 1.42
C -2.71 -0.45 5.94
C -2.54 0.73 4.99
C -1.07 1.03 4.78
O -0.94 2.18 3.95
C 0.15 3.02 4.29
N -3.25 0.52 3.71
H -3.68 -0.94 5.90
H -2.55 -0.15 6.98
H -1.99 -1.24 5.69
H -2.98 1.62 5.46
H -0.54 0.18 4.35
H -0.68 1.29 5.77
H 1.08 2.45 4.39
H -0.08 3.55 5.21
H 0.28 3.69 3.44
H -4.23 0.44 3.95
H -2.94 -0.37 3.31
C -6.14 1.27 0.90
C -5.03 0.30 0.60
C -5.51 -0.82 -0.36
O -6.68 -1.47 0.08
C -6.43 -2.39 1.13
N -3.92 1.02 -0.03
H -5.75 2.10 1.50
H -6.94 0.84 1.51
H -6.60 1.67 -0.01
H -4.66 -0.14 1.52
H -4.72 -1.54 -0.60
H -5.77 -0.29 -1.28
H -5.73 -3.16 0.77
H -7.38 -2.88 1.33
H -6.07 -1.89 2.03
H -3.08 0.43 -0.07
H -4.10 1.29 -0.99
C 6.45 3.31 -3.61
C 5.20 2.77 -4.29
C 4.19 2.22 -3.31
O 4.76 1.16 -2.60
C 3.86 0.65 -1.63
N 4.56 3.82 -5.09
H 6.22 4.23 -3.06
H 7.18 3.59 -4.37
H 6.92 2.58 -2.96
H 5.54 1.91 -4.89
H 3.26 1.92 -3.81
H 3.92 3.04 -2.61
H 4.38 -0.01 -0.94
H 3.04 0.12 -2.13
H 3.41 1.48 -1.07
H 5.17 4.13 -5.83
H 3.70 3.46 -5.46
C 5.46 -0.28 2.98
C 5.66 1.21 3.26
C 4.43 2.02 2.95
O 4.73 3.38 3.23
C 3.77 4.29 2.79
N 6.16 1.36 4.63
H 6.41 -0.80 3.14
H 5.19 -0.52 1.95
H 4.69 -0.66 3.65
H 6.44 1.51 2.55
H 3.58 1.74 3.59
H 4.18 1.91 1.89
H 3.99 5.27 3.21
H 2.74 4.06 3.10
H 3.78 4.45 1.70
H 5.48 0.91 5.23
H 6.12 2.35 4.86
C 3.00 -2.52 -3.49
C 3.00 -3.44 -2.26
C 2.00 -4.58 -2.41
O 2.40 -5.40 -3.48
C 1.53 -6.50 -3.67
N 4.31 -4.02 -1.97
H 3.76 -1.75 -3.38
H 2.03 -2.01 -3.50
H 3.11 -3.03 -4.44
H 2.68 -2.84 -1.40
H 1.00 -4.14 -2.56
H 2.01 -5.15 -1.48
H 2.06 -7.26 -4.25
H 0.69 -6.20 -4.30
H 1.21 -6.97 -2.74
H 5.05 -3.33 -2.03
H 4.50 -4.76 -2.63
C -0.17 5.03 0.62
C -0.93 4.51 -0.60
C 0.01 4.20 -1.74
O -0.75 3.69 -2.82
C 0.02 3.40 -3.95
N -1.75 3.34 -0.24
H -0.68 4.76 1.54
H -0.05 6.11 0.54
H 0.83 4.58 0.64
H -1.64 5.27 -0.93
H 0.78 3.46 -1.46
H 0.59 5.08 -2.07
H 0.36 4.32 -4.46
H -0.56 2.85 -4.68
H 0.93 2.83 -3.71
H -2.33 3.10 -1.05
H -1.15 2.50 -0.28
*
```